{
  "formula": "C5H12N",
  "method": "the ωB97M-V functional and the def2-TZVPD basis",
  "de_lowest_ev": 1.216,
  "gap_ha": 0.38211,
  "smiles": "C=C(C)CC[NH3+]",
  "lumo_energy_ev": -3.6,
  "homo_energy_ev": -14.0,
  "total_charge": 1,
  "energy_ev": -6862.34271,
  "species": ["C", "C", "C", "C", "C", "N", "H", "H", "H", "H", "H", "H", "H", "H", "H", "H", "H", "H"],
  "coordinates": [[0.193, 0.209, 1.562], [1.127, 0.186, 0.343], [0.295, -0.278, -0.879], [-0.153, 0.584, -1.791], [-0.030, -1.755, -0.898], [-1.080, 0.939, 1.221], [0.550, 0.804, 2.397], [0.038, -0.824, 1.875], [1.559, 1.161, 0.112], [1.946, -0.496, 0.520], [-0.227, 1.666, -1.849], [-0.877, 0.194, -2.518], [-1.112, -1.872, -1.033], [0.188, -2.233, 0.055], [0.497, -2.340, -1.655], [-1.825, 0.897, 1.915], [-1.383, 0.655, 0.266], [-0.881, 1.930, 1.054]]
}


{
  "formula": "C5H12N",
  "method": "the ωB97M-V functional and the def2-TZVPD basis",
  "de_lowest_ev": 0.666,
  "multiplicity": 2,
  "gap_ha": [0.41319, 0.31266],
  "lumo_energy_ev": [-9.7, -13.0],
  "homo_energy_ev": [-20.9, -21.5],
  "total_charge": 2,
  "energy_ev": -6848.99774,
  "species": ["C", "C", "C", "C", "C", "N", "H", "H", "H", "H", "H", "H", "H", "H", "H", "H", "H", "H"],
  "coordinates": [[0.005, 1.774, 0.244], [-0.436, 0.319, 0.493], [0.695, -0.695, 0.185], [0.950, -0.854, -1.270], [-0.091, -1.116, -2.171], [-0.887, 0.204, 1.948], [0.822, 1.990, 0.939], [-0.805, 2.466, 0.455], [0.503, 1.781, -0.721], [-1.333, 0.086, -0.077], [1.592, -0.274, 0.638], [0.483, -1.698, 0.583], [2.008, -0.912, -1.531], [0.058, -1.172, -3.249], [-1.047, -1.546, -1.878], [-0.834, -0.744, 2.332], [-0.237, 0.744, 2.534], [-1.812, 0.614, 2.111]]
}


{
  "formula": "C5H12N2",
  "method": "the ωB97M-V functional and the def2-TZVPD basis",
  "de_lowest_ev": 0.906,
  "gap_ha": 0.37466,
  "smiles": "[H]/N=C\\NCCCC",
  "lumo_energy_ev": 1.0,
  "homo_energy_ev": -9.2,
  "energy_ev": -8359.23043,
  "species": ["C", "C", "C", "C", "N", "C", "N", "H", "H", "H", "H", "H", "H", "H", "H", "H", "H", "H", "H"],
  "coordinates": [[-1.563, -1.024, -1.667], [-0.291, -0.150, -1.605], [-0.504, 1.027, -0.667], [-0.313, 0.665, 0.803], [1.117, 0.483, 1.083], [1.442, -0.303, 2.206], [2.605, -0.478, 2.649], [-1.637, -1.518, -2.629], [-1.602, -1.790, -0.885], [-2.460, -0.443, -1.441], [-0.053, 0.233, -2.601], [0.512, -0.792, -1.275], [-1.499, 1.470, -0.762], [0.107, 1.913, -0.842], [-0.653, 1.502, 1.402], [-0.844, -0.260, 1.024], [1.688, 0.186, 0.303], [0.590, -0.703, 2.748], [3.360, -0.015, 2.154]]
}